# 1
Formula: C5H13NO
Source: the Open Molecules 2025 dataset
Level of theory: the ωB97M-V functional and the def2-TZVPD basis

## Properties
Kohn-Sham gap, eV: 9.7741
E_HOMO, eV: -8.91
LUMO energy, eV: 0.9
Energy above the lowest of the compared OMol25 structures with the same formula, charge and spin, kJ/mol: 151.90
SMILES: C=C(N)CCC.O

Cartesian coordinates (Å):
C 0.8902 -2.5899 1.0157
C 0.7344 -1.2664 0.2933
C -0.5473 -0.5155 0.7453
C -1.0147 0.5896 -0.1873
C -0.9084 0.4819 -1.5035
N -1.7389 1.6198 0.4766
H 0.2777 -3.3670 0.5526
H 0.6727 -2.4356 2.0782
H 1.8839 -3.0160 0.9228
H 1.5174 -0.5549 0.5732
H 0.7275 -1.4682 -0.7720
H -1.3699 -1.2182 0.8545
H -0.3187 -0.1450 1.7496
H -0.6766 -0.4298 -2.0435
H -1.2830 1.1067 -2.3167
H -1.6029 1.5725 1.4829
H -2.7315 1.5640 0.2749
H 2.5486 0.9966 -1.0433
H 1.1393 1.7943 -0.8742
O 2.0999 1.7942 -0.8865



# 2
Formula: C39H62FN3O7
Source: the Open Molecules 2025 dataset
Level of theory: the ωB97M-V functional and the def2-TZVPD basis

## Properties
Kohn-Sham gap, eV: 8.5791
E_HOMO, eV: -8.87
LUMO energy, eV: -0.3
SMILES: CC(=O)N(C)c1c(CCC(=O)Nc2ccccc2)cc2c(c1CCC(C)C)C(=O)N(CCF)C2=O.CCOCC.CCOCC.CCOCC

Cartesian coordinates (Å):
C 3.3038 -0.4439 1.7930
C 2.4872 -1.6601 2.1505
O 2.1904 -1.8813 3.2972
N 2.0976 -2.4837 1.0740
C 1.5003 -3.7468 1.5216
C 1.3593 -1.7249 0.0761
C 0.0733 -1.2078 0.3116
C -0.7013 -1.4400 1.6009
C -1.5906 -2.6978 1.6258
C -2.9700 -2.4244 1.0642
O -3.9414 -2.3224 1.7597
N -2.9952 -2.2851 -0.3357
C -4.2959 -2.1358 -0.9301
C -4.8410 -3.1629 -1.6968
C -6.0880 -2.9787 -2.2948
C -6.7795 -1.7901 -2.1040
C -6.2485 -0.7638 -1.3219
C -4.9994 -0.9490 -0.7335
C -0.5470 -0.4004 -0.6539
C 0.1381 -0.1226 -1.8163
C 1.3931 -0.6425 -2.0563
C 2.0419 -1.4558 -1.1352
C 3.4187 -1.9748 -1.4642
C 3.3245 -3.1938 -2.4184
C 3.0240 -4.4987 -1.7129
C 2.7285 -5.5895 -2.7572
C 4.1881 -4.9493 -0.8059
C 1.8433 -0.1098 -3.3938
O 2.6216 -0.5755 -4.1578
N 1.0306 1.0419 -3.6211
C 1.5983 2.3599 -3.4404
C 1.9627 2.6948 -2.0103
F 0.7799 2.9068 -1.2978
C -0.2251 0.7360 -2.9931
O -1.2867 1.0511 -3.4091
H 3.6782 -0.4845 0.7762
H 4.1555 -0.4424 2.4687
H 2.7245 0.4641 1.9327
H 2.2834 -4.4813 1.6837
H 0.8960 -3.6468 2.4170
H 0.8730 -4.1315 0.7260
H -1.3811 -0.5961 1.7050
H -0.0256 -1.3935 2.4482
H -1.7627 -2.9935 2.6564
H -1.1698 -3.5456 1.0949
H -2.5041 -3.0670 -0.7524
H -4.2845 -4.0825 -1.8168
H -6.4788 -3.7818 -2.9018
H -7.7481 -1.6642 -2.5676
H -6.7852 0.1626 -1.1922
H -4.5512 -0.1883 -0.1110
H -1.5216 0.0283 -0.4842
H 4.0067 -1.2143 -1.9669
H 3.8894 -2.2999 -0.5419
H 2.5066 -2.9868 -3.1086
H 4.2342 -3.2558 -3.0123
H 2.1039 -4.3933 -1.1429
H 1.7055 -5.5045 -3.1205
H 2.8034 -6.5784 -2.3123
H 3.4236 -5.5282 -3.5920
H 4.4934 -5.9601 -1.0634
H 5.0708 -4.3278 -0.9401
H 3.9087 -4.9800 0.2429
H 0.9114 3.1252 -3.7923
H 2.4967 2.4716 -4.0465
H 2.5158 3.6306 -1.9788
H 2.5132 1.9090 -1.4969
C -7.7392 3.3509 -4.9580
C -7.3989 3.4799 -3.4825
O -6.7961 2.3244 -2.9323
C -5.5523 1.9465 -3.5010
C -4.4599 2.9901 -3.3436
H -8.3175 2.4437 -5.1384
H -8.3228 4.2118 -5.2858
H -6.8429 3.3025 -5.5783
H -8.3156 3.6286 -2.9109
H -6.7713 4.3608 -3.3068
H -5.6781 1.6729 -4.5548
H -5.2588 1.0390 -2.9761
H -4.6622 3.8825 -3.9400
H -3.5032 2.5837 -3.6672
H -4.3774 3.3007 -2.3005
C 4.8186 -1.2740 5.8033
C 5.2462 0.1810 5.7177
O 6.3437 0.5111 6.5492
C 7.5493 -0.1770 6.2770
C 8.1030 0.0789 4.8847
H 4.6620 -1.5672 6.8422
H 3.8918 -1.4267 5.2495
H 5.5716 -1.9428 5.3810
H 4.4282 0.8192 6.0524
H 5.4577 0.4603 4.6779
H 7.4270 -1.2519 6.4517
H 8.2613 0.1824 7.0204
H 7.4699 -0.3580 4.1102
H 9.0957 -0.3616 4.7877
H 8.1717 1.1505 4.6927
C -1.3754 3.4848 1.3819
C -1.5947 4.8491 0.7514
O -2.4770 5.6826 1.4804
C -2.0658 6.0146 2.7927
C -0.7592 6.7892 2.8505
H -2.3317 3.0043 1.5969
H -0.8031 2.8493 0.7047
H -0.8216 3.5543 2.3203
H -2.0562 4.7250 -0.2285
H -0.6364 5.3546 0.5862
H -2.0094 5.1159 3.4176
H -2.8687 6.6294 3.2001
H 0.0903 6.1744 2.5478
H -0.5716 7.1350 3.8674
H -0.7982 7.6527 2.1852



# 3
Formula: C24H21Cl2N3O5SV
Source: the Open Molecules 2025 dataset
Level of theory: the ωB97M-V functional and the def2-TZVPD basis

## Properties
Kohn-Sham gap (spin up / spin down), eV: 4.8858 / 5.4378
Net charge: +2
E_HOMO (spin up / spin down), eV: -13.06 / -13.07
LUMO energy (spin up / spin down), eV: -8.2 / -7.6
Multiplicity: 2

Cartesian coordinates (Å):
V -0.1348 0.4105 0.6961
O 3.6887 -0.5477 -1.1051
C 3.9016 0.7217 -1.5000
C 4.9063 0.9295 -2.4627
C 5.1789 2.1922 -2.9015
C 4.5934 3.3162 -2.3234
C 3.5883 3.1489 -1.4066
C 3.1896 1.8597 -1.0145
C 2.0345 1.7422 -0.1346
O 1.6888 0.5219 0.3492
N 1.3116 2.7651 0.1883
N 0.3624 2.3204 1.0488
C 0.0419 2.9420 2.1165
C -0.5695 2.1481 3.1693
C -0.9577 2.7175 4.3734
C -1.4214 1.8444 5.3306
C -1.4312 0.4901 5.0690
C -1.0580 0.0073 3.8172
N -0.6493 0.8300 2.8600
H 3.0244 -0.5695 -0.3871
H 5.4885 0.0566 -2.7842
H 5.9217 2.3570 -3.6605
H 4.8568 4.3071 -2.5950
H 3.0412 4.0175 -1.0484
H 0.4062 3.9468 2.2798
H -0.9211 3.7829 4.5421
H -1.7419 2.2097 6.3153
H -1.7442 -0.2360 5.8131
H -1.0597 -1.0666 3.6302
Cl -4.5833 0.5139 -5.1379
C -3.3921 0.5487 -3.9460
C -2.0328 0.6205 -4.2542
C -1.0563 0.6029 -3.2925
Cl 0.6084 0.6391 -3.8213
C -1.4021 0.5840 -1.9716
O -0.5119 0.5876 -0.9897
C -2.7594 0.4824 -1.6626
C -3.1063 0.3272 -0.2628
O -2.3445 0.2684 0.7000
C -3.7382 0.4728 -2.6303
H -1.7023 0.7279 -5.2699
H -4.1636 0.1580 -0.0421
H -4.7734 0.3988 -2.4020
O -0.0252 -1.5453 1.0077
S -1.1153 -2.6303 1.3450
C -1.6389 -3.2466 -0.2951
C -0.8123 -4.5079 -0.5660
C -0.6176 -5.1819 0.7876
C -0.1291 -4.0755 1.7226
H -1.4648 -2.4123 -0.9786
H -2.6947 -3.4684 -0.2502
H 0.1435 -4.2518 -1.0317
H -1.3683 -5.1383 -1.2687
H 0.0768 -6.0204 0.7792
H -1.5751 -5.5677 1.1606
H 0.9041 -3.7705 1.5216
H -0.2611 -4.2806 2.7735



# 4
Formula: C2H6N4S
Source: the Open Molecules 2025 dataset
Level of theory: the ωB97M-V functional and the def2-TZVPD basis

## Properties
Kohn-Sham gap, eV: 9.7054
E_HOMO, eV: -9.32
LUMO energy, eV: 0.4
Energy above the lowest of the compared OMol25 structures with the same formula, charge and spin, kJ/mol: 268.92
SMILES: [H]/N=C\NS/C(N)=N\[H]

Cartesian coordinates (Å):
C 1.0197 1.0203 -0.2979
C -1.5681 -1.1109 0.6100
H 1.3933 -0.9794 0.4355
H 2.8754 0.1680 0.1729
H 0.6798 2.7795 -1.1683
H -0.4437 -1.8096 -1.0567
H -1.3220 -2.3351 0.9396
H -2.2748 0.7692 0.9487
N 1.9021 -0.0517 0.2580
N 1.3641 2.2208 -0.5978
N -0.6910 -0.9757 -0.5572
N -2.3128 -0.2780 1.3273
S -0.6221 0.5826 -1.0140



# 5
Formula: C8H16ClIIrN2OP
Source: the Open Molecules 2025 dataset
Level of theory: the ωB97M-V functional and the def2-TZVPD basis

## Properties
Kohn-Sham gap (spin up / spin down), eV: 5.4144 / 4.7734
Net charge: +3
E_HOMO (spin up / spin down), eV: -16.20 / -20.26
LUMO energy (spin up / spin down), eV: -10.8 / -15.5
Multiplicity: 6
Energy above the lowest of the compared OMol25 structures with the same formula, charge and spin, kJ/mol: 15.24

Cartesian coordinates (Å):
C 1.5631 -1.7384 -3.9084
I 0.4970 -0.8725 -2.1128
H 2.4052 -2.2907 -3.4855
H 1.8557 -0.8863 -4.5288
H 0.8073 -2.3768 -4.3768
Ir 0.0157 0.3413 0.2503
P -1.4827 -1.1194 0.9934
C -3.1244 -1.0180 0.1869
C -0.8734 -2.8029 0.6529
H -0.9792 -1.1494 3.3713
H -2.5705 -1.8988 3.0052
H -2.3939 -0.1210 3.0015
C -1.8916 -1.0677 2.7706
H 0.0424 -2.9741 1.2306
H -1.6576 -3.5089 0.9535
H -3.7406 -1.8601 0.5347
H -3.0203 -1.0615 -0.9052
H -0.6495 -2.8999 -0.4173
H -3.6096 -0.0733 0.4686
C -1.1693 1.2933 -0.7841
O -1.9536 1.9459 -1.3563
Cl 1.3794 -0.6831 1.9200
N 2.4398 3.7556 0.8606
C 3.0381 3.2753 -0.3011
C 2.3848 2.1354 -0.6604
N 1.3813 1.9234 0.2704
C 1.4287 2.8947 1.1887
H 2.6912 4.5821 1.3929
H 3.8608 3.7588 -0.7881
H 2.5253 1.4569 -1.4892
H 0.8004 3.0403 2.0619



# 6
Formula: C36H42AsN6O2S2Zr
Source: the Open Molecules 2025 dataset
Level of theory: the ωB97M-V functional and the def2-TZVPD basis

## Properties
Kohn-Sham gap, eV: 7.3613
Net charge: +1
E_HOMO, eV: -10.59
LUMO energy, eV: -3.2
Energy above the lowest of the compared OMol25 structures with the same formula, charge and spin, kJ/mol: 49.91

Cartesian coordinates (Å):
Zr 0.6220 0.1867 0.2128
N -3.3722 -2.1223 1.3707
C -2.4130 -1.3482 0.8282
S -0.8850 -2.0818 0.4976
N -2.7293 -0.0914 0.6289
N -1.7246 0.6409 0.0532
C -2.0759 1.8311 -0.2627
C -1.1654 2.6894 -1.0071
C -1.5226 3.9974 -1.2918
C -0.6546 4.7780 -2.0377
C 0.5263 4.2131 -2.4810
C 0.8072 2.8978 -2.1435
N -0.0092 2.1350 -1.4178
H -3.2047 -3.0969 1.5363
H -4.2932 -1.7401 1.5019
H -3.0758 2.1799 -0.0220
H -2.4644 4.3860 -0.9292
H -0.9008 5.8050 -2.2717
H 1.2332 4.7716 -3.0774
H 1.7286 2.4393 -2.4713
C -4.8177 3.9530 4.2999
C -3.4882 3.3978 3.8744
C -3.2936 2.0226 3.7932
C -2.0716 1.4888 3.4152
C -1.0326 2.3550 3.1174
C -1.1936 3.7356 3.1896
C -2.4229 4.2452 3.5644
S 0.5374 1.7614 2.6301
O 1.5425 2.2769 3.5001
O 0.6805 2.1504 1.1806
N 0.4339 0.1901 2.4476
C 1.2043 -0.7036 3.2246
C 1.2903 -0.7087 4.5883
C 2.0821 -1.6739 5.2486
C 2.7510 -2.6331 4.5468
C 2.6716 -2.6547 3.1333
C 3.3201 -3.6244 2.3371
C 3.1956 -3.5775 0.9789
C 2.4551 -2.5311 0.4045
N 1.8508 -1.6007 1.1068
C 1.9158 -1.6706 2.4748
H -5.6185 3.5738 3.6639
H -4.8280 5.0403 4.2529
H -5.0493 3.6584 5.3243
H -4.1124 1.3534 4.0283
H -1.9318 0.4190 3.3372
H -0.3675 4.3984 2.9650
H -2.5581 5.3176 3.6283
H 0.7522 0.0297 5.1676
H 2.1403 -1.6485 6.3281
H 3.3430 -3.3860 5.0504
H 3.9042 -4.3993 2.8181
H 3.6614 -4.3095 0.3351
H 2.3654 -2.4572 -0.6699
C 4.7308 -0.6490 -1.1848
C 4.1020 0.4972 -0.3997
C 4.3617 0.3567 1.1013
C 2.6242 0.7575 -0.7715
H 5.7995 -0.7249 -0.9734
H 4.6190 -0.4975 -2.2612
H 4.2909 -1.6162 -0.9381
H 4.6475 1.3938 -0.7190
H 4.2079 -0.6665 1.4499
H 3.7177 1.0144 1.6934
H 5.3930 0.6193 1.3430
H 2.5468 0.6941 -1.8623
H 2.4662 1.8234 -0.5463
C 0.8747 -0.1360 -3.9711
As 0.1246 -0.9540 -2.3764
C 0.6665 -2.7841 -2.7201
C -1.7855 -0.9143 -2.8433
C -2.1801 -1.9572 -3.8423
C -2.5272 -3.2380 -3.4175
C -2.8503 -4.2220 -4.3381
C -2.8277 -3.9417 -5.6983
C -2.4885 -2.6687 -6.1307
C -2.1682 -1.6828 -5.2066
H 0.5256 -0.6954 -4.8397
H 1.9625 -0.1740 -3.9407
H 0.5513 0.8991 -4.0605
H 0.2415 -3.1095 -3.6689
H 0.3241 -3.4444 -1.9261
H 1.7540 -2.8137 -2.7938
H -1.9484 0.0919 -3.2365
H -2.3500 -1.0117 -1.9184
H -2.5398 -3.4610 -2.3555
H -3.1230 -5.2117 -3.9950
H -3.0807 -4.7106 -6.4158
H -2.4801 -2.4375 -7.1878
H -1.9205 -0.6845 -5.5502



# 7
Formula: C32H58IN5O7S2
Source: the Open Molecules 2025 dataset
Level of theory: the ωB97M-V functional and the def2-TZVPD basis

## Properties
Kohn-Sham gap (spin up / spin down), eV: 8.1511 / 7.2971
Net charge: -1
E_HOMO (spin up / spin down), eV: -6.35 / -6.35
LUMO energy (spin up / spin down), eV: 1.8 / 0.9
Multiplicity: 4

Cartesian coordinates (Å):
O 1.9216 2.2846 1.5446
S 1.5847 2.3686 3.0083
O 2.9142 2.4246 3.7622
I 0.5579 0.2619 3.6290
N 0.7171 3.7622 3.4854
S -0.5546 4.1531 2.4002
O -1.1007 5.4996 2.8822
O -0.1274 4.3693 0.9661
C -2.0159 2.9879 2.5400
C -2.2702 2.4162 3.9689
C -3.5205 1.4563 3.9814
C -4.2297 1.2668 2.6296
N -3.9805 1.8380 1.3575
C -2.8616 2.7094 1.2890
H -1.6384 2.6468 4.8828
H -3.8296 0.9260 4.9505
H -5.1200 0.5320 2.6632
H -2.6017 3.2080 0.2952
C -1.2998 -3.6686 -1.8422
C -0.7104 -3.1536 -0.5002
C -0.0502 -4.3169 0.2770
C -1.0369 -5.2386 0.9871
C -2.0265 -4.4383 1.8254
C -2.7494 -3.3503 1.0066
N -1.7948 -2.4703 0.2684
O -1.2049 -1.6474 1.1765
C -3.7345 -4.0263 0.0240
C -3.6762 -2.5418 1.9494
C 0.4267 -2.1868 -0.9281
H -2.1799 -3.0924 -2.1427
H -0.5866 -3.5703 -2.6665
H -1.5726 -4.7252 -1.8068
H 0.6315 -3.9108 1.0329
H 0.5706 -4.9142 -0.4009
H -1.5658 -5.8650 0.2617
H -0.4870 -5.9286 1.6360
H -2.7573 -5.1230 2.2708
H -1.4891 -3.9832 2.6657
H -4.2257 -3.2840 -0.6126
H -4.5218 -4.5571 0.5697
H -3.2792 -4.7736 -0.6206
H -3.1362 -2.0845 2.7829
H -4.4365 -3.1907 2.3956
H -4.1966 -1.7492 1.4042
H 0.0311 -1.3225 -1.4687
H 1.1355 -2.6944 -1.5896
H 1.0103 -1.8222 -0.0790
C 6.9227 6.8127 6.4388
C 7.1154 7.3427 4.9910
C 6.1740 8.5423 4.7294
C 4.7214 8.1563 4.4658
C 4.6275 7.0731 3.3980
C 5.4933 5.8416 3.7285
N 6.9105 6.2123 4.0353
O 7.5157 6.5454 2.8625
C 4.8616 5.0824 4.9180
C 5.3947 4.8279 2.5606
C 8.5682 7.8899 4.9754
H 7.1117 5.7371 6.5021
H 7.6225 7.2784 7.1402
H 5.9247 7.0133 6.8327
H 6.5333 9.1058 3.8607
H 6.2099 9.2371 5.5770
H 4.2392 7.8262 5.3912
H 4.1652 9.0400 4.1354
H 3.5801 6.7757 3.2780
H 4.9314 7.5004 2.4351
H 5.4816 4.2309 5.2150
H 3.8779 4.6864 4.6461
H 4.6893 5.6963 5.7987
H 5.7036 5.2557 1.6029
H 4.3629 4.4897 2.4271
H 6.0092 3.9444 2.7542
H 9.2964 7.0894 5.1343
H 8.7105 8.6286 5.7703
H 8.8157 8.3980 4.0398
C -5.2913 -5.6323 -7.1946
C -4.6594 -4.9349 -5.9580
C -4.6162 -3.4030 -6.1698
C -3.4985 -2.9268 -7.0923
C -2.1564 -3.5153 -6.6745
C -2.1928 -5.0529 -6.5692
N -3.3134 -5.5344 -5.7052
O -2.9788 -5.2748 -4.4128
C -2.3054 -5.6558 -7.9892
C -0.8150 -5.5570 -6.0704
C -5.6670 -5.2089 -4.8091
H -4.8790 -6.6343 -7.3460
H -6.3704 -5.7707 -7.0775
H -5.1602 -5.0602 -8.1152
H -4.4869 -2.9041 -5.2028
H -5.5772 -3.0534 -6.5647
H -3.7244 -3.1844 -8.1320
H -3.4411 -1.8339 -7.0588
H -1.3883 -3.2048 -7.3917
H -1.8642 -3.0782 -5.7125
H -2.3891 -6.7462 -7.9477
H -1.4141 -5.4215 -8.5803
H -3.1420 -5.2761 -8.5697
H -0.5295 -5.1234 -5.1083
H -0.0242 -5.2849 -6.7759
H -0.8077 -6.6460 -5.9697
H -5.7359 -6.2775 -4.5870
H -6.6682 -4.8634 -5.0841
H -5.4061 -4.6830 -3.8872



# 8
Formula: C2H6O2S2
Source: the Open Molecules 2025 dataset
Level of theory: the ωB97M-V functional and the def2-TZVPD basis

## Properties
Kohn-Sham gap (spin up / spin down), eV: 7.4896 / 7.4884
E_HOMO (spin up / spin down), eV: -9.54 / -9.54
LUMO energy (spin up / spin down), eV: -2.1 / -2.1
Energy above the lowest of the compared OMol25 structures with the same formula, charge and spin, kJ/mol: 424.32

Cartesian coordinates (Å):
C -0.4712 0.0462 1.5276
C -0.2747 0.3984 -1.4793
O 1.4166 -1.2251 -0.0239
O -1.0089 -1.8778 -0.1425
S 2.7815 0.9228 -0.1508
S -0.0366 -0.8596 -0.0755
H 0.5739 0.2704 1.9175
H -0.9690 1.0132 1.4712
H -1.1357 -0.4968 2.1973
H 0.6207 0.2615 -2.0884
H -1.1111 0.0913 -2.0258
H -0.3855 1.4554 -1.1273



# 9
Formula: C14H18BrNO2
Source: the Open Molecules 2025 dataset
Level of theory: the ωB97M-V functional and the def2-TZVPD basis

## Properties
Kohn-Sham gap, eV: 8.5161
E_HOMO, eV: -7.80
LUMO energy, eV: 0.7
Energy above the lowest of the compared OMol25 structures with the same formula, charge and spin, kJ/mol: 35.01
SMILES: C[C@@H](N)Cc1c2c(c(Br)c3c1OCCC3)OCC2

Cartesian coordinates (Å):
Br 2.8175 -3.1463 1.5620
O 3.3342 -1.3838 -1.0598
O -1.7705 -0.5526 0.8083
C 1.6187 -1.9771 0.5970
C 2.0789 -1.2912 -0.5277
C -0.4892 -0.7577 0.3860
C 1.2998 -0.2996 -1.1287
C 0.3153 -1.7340 1.0387
C 0.0255 0.0170 -0.6780
N -0.9817 2.3309 0.9252
C -1.5815 3.5213 -1.1581
C 3.3890 -0.4542 -2.1685
C -2.1459 -0.9992 2.1313
C 2.0771 0.2713 -2.2276
C -0.1917 -2.5545 2.1877
C -0.7989 1.1470 -1.3059
C -1.6909 -2.4354 2.3162
C -0.6676 2.4701 -0.5415
H -0.2145 1.9004 1.3896
H -1.8046 1.7636 1.0393
H -2.6191 3.4165 -0.8077
H -1.2121 4.5282 -0.9037
H -1.5971 3.4754 -2.2152
H 3.5998 -0.9533 -3.1158
H 4.1763 0.3077 -2.0034
H -1.6530 -0.3889 2.8683
H -3.2362 -0.8798 2.2794
H 2.1579 1.3494 -2.1085
H 1.5296 0.0434 -3.1568
H 0.2915 -2.2624 3.1132
H 0.0781 -3.5940 2.0114
H -0.4361 1.2911 -2.3237
H -1.8554 0.8599 -1.3801
H -2.0395 -2.7952 3.2949
H -2.1960 -3.0040 1.5403
H 0.3924 2.7697 -0.6782